Entry 1:
Formula: C2CdO4
Source: the OMol25 dataset
Level of theory: ωB97M-V/def2-TZVPD

The geometry in ORCA input format:
```
! RIJCOSX wB97M-V def2-TZVPD def2/J DEFGRID3
* xyz 2 1
O 2.1131 -0.3518 0.1158
C 2.7255 -1.1859 0.5859
O -1.1459 1.1035 0.3437
O -1.5021 -0.5284 -1.1725
C -1.7529 -0.0031 -0.1516
O -1.4764 -0.1828 1.1151
Cd 1.0387 1.1485 -0.8364
*
```

HOMO   -21.73 eV
Gap between HOMO and LUMO   7.804 eV
Electronic energy   -543.902498 a.u.


Entry 2:
Formula: C2Cl2F2O
Source: the OMol25 dataset
Level of theory: ωB97M-V/def2-TZVPD

The geometry in ORCA input format:
```
! RIJCOSX wB97M-V def2-TZVPD def2/J DEFGRID3
* xyz 0 1
C 1.5073 -0.4513 -0.0071
C -1.0171 0.4216 0.2398
O 1.7602 -1.2985 0.7324
F -1.4901 1.6865 0.5874
F -1.5137 -0.4229 1.1478
Cl 2.0944 0.2085 -1.3887
Cl -1.3410 -0.1439 -1.3116
*
```

HOMO (alpha / beta)   -8.74 / -9.47 eV
Gap between HOMO and LUMO (alpha / beta)   7.989 / 8.833 eV
Electronic energy   -1271.438352 a.u.


Entry 3:
Formula: C2Cl2F2S
Source: the OMol25 dataset
Level of theory: ωB97M-V/def2-TZVPD

The geometry in ORCA input format:
```
! RIJCOSX wB97M-V def2-TZVPD def2/J DEFGRID3
* xyz 0 3
C -0.4441 -0.6427 -0.1038
C -1.1979 0.4127 -0.1688
F -0.6737 -1.8445 0.4425
F -0.6917 1.5769 -0.5384
S 2.6438 -0.4600 -0.8275
Cl -2.8872 0.5159 0.3851
Cl 3.2509 0.4417 0.8110
*
```

HOMO (alpha / beta)   -9.51 / -9.54 eV
<S²>   2.015
Gap between HOMO and LUMO (alpha / beta)   9.396 / 6.771 eV
Electronic energy   -1594.331155 a.u.


Entry 4:
Formula: C2Cl2F3N
Source: the OMol25 dataset
Level of theory: ωB97M-V/def2-TZVPD

The geometry in ORCA input format:
```
! RIJCOSX wB97M-V def2-TZVPD def2/J DEFGRID3
* xyz 0 1
C 0.8850 -0.3825 -0.0363
C -1.2969 0.1312 0.2324
N 1.5001 0.6564 -0.1719
F 1.0457 -1.6717 -0.1579
F -1.3632 0.2197 1.5628
F 2.8880 0.6715 -0.5073
Cl -2.1181 -1.2498 -0.3726
Cl -1.5407 1.6252 -0.5493
*
```

HOMO   -10.25 eV
Gap between HOMO and LUMO   9.372 eV
Electronic energy   -1350.757110 a.u.


Entry 5:
Formula: C2Cl3F2NO
Source: the OMol25 dataset
Level of theory: ωB97M-V/def2-TZVPD

The geometry in ORCA input format:
```
! RIJCOSX wB97M-V def2-TZVPD def2/J DEFGRID3
* xyz 0 1
C -0.0214 0.6546 0.2277
C -0.0662 -0.6838 0.7793
N 0.5047 0.2803 -2.1256
O -0.0685 0.9269 -2.8728
F 0.8771 1.5133 0.7165
F -1.3136 1.2513 0.2199
Cl 1.6685 -1.1763 0.5425
Cl -0.5305 -0.9279 2.5559
Cl -1.0500 -1.8385 -0.0434
*
```

HOMO (alpha / beta)   -8.78 / -8.78 eV
Gap between HOMO and LUMO (alpha / beta)   7.368 / 7.363 eV
Electronic energy   -1786.343017 a.u.


Entry 6:
Formula: C2Cl3F3
Source: the OMol25 dataset
Level of theory: ωB97M-V/def2-TZVPD

The geometry in ORCA input format:
```
! RIJCOSX wB97M-V def2-TZVPD def2/J DEFGRID3
* xyz 0 1
C 0.1211 0.2342 -1.0061
C -0.8781 -1.4626 1.7773
F -0.2871 0.5549 -2.2151
F 1.3045 -0.4341 -0.9564
F 0.1840 1.3230 -0.2188
Cl -1.7880 -0.2412 2.7038
Cl -0.8724 -1.3317 0.1142
Cl 0.8597 -1.4567 2.0991
*
```

HOMO (alpha / beta)   -8.84 / -9.18 eV
Gap between HOMO and LUMO (alpha / beta)   7.513 / 8.542 eV
Electronic energy   -1756.223440 a.u.


Entry 7:
Formula: C2Cl3F3
Source: the OMol25 dataset
Level of theory: ωB97M-V/def2-TZVPD

The geometry in ORCA input format:
```
! RIJCOSX wB97M-V def2-TZVPD def2/J DEFGRID3
* xyz 0 1
C -0.0958 0.1224 -0.7192
C 0.0927 -0.1411 0.7963
F 0.9450 0.7674 1.3088
F 0.5962 -1.3550 1.0068
F -1.0682 -0.0348 1.4292
Cl -0.7399 1.7431 -0.9438
Cl 1.4834 -0.0174 -1.5149
Cl -1.2133 -1.0845 -1.3631
*
```

HOMO   -11.53 eV
SMILES string   FC(F)(F)C(Cl)(Cl)Cl
Gap between HOMO and LUMO   12.019 eV
Electronic energy   -1756.395494 a.u.


Entry 8:
Formula: C2Cl3NO2
Source: the OMol25 dataset
Level of theory: ωB97M-V/def2-TZVPD

The geometry in ORCA input format:
```
! RIJCOSX wB97M-V def2-TZVPD def2/J DEFGRID3
* xyz 0 1
C -0.0414 0.4599 0.3040
C -0.8571 0.1020 -0.7946
N 0.5310 -0.1043 1.1767
O 2.5633 -0.2644 1.0375
O 1.5184 -0.4714 1.8254
Cl -0.4409 -1.3586 -1.6626
Cl -2.3949 -0.0624 -0.0072
Cl -0.8785 1.6992 -1.8792
*
```

HOMO (alpha / beta)   -8.95 / -8.96 eV
Gap between HOMO and LUMO (alpha / beta)   7.677 / 7.693 eV
Electronic energy   -1661.699835 a.u.